# CH3OP

2 unconnected molecules or ions with the total composition CH3OP at a distorted geometry (the ωB97M-V functional and the def2-TZVPD basis, the OMol25 dataset).

## Properties
largest force on an atom = 5.330 eV Å⁻¹
Kohn-Sham gap (spin up / spin down) = 7.274 / 7.277 eV
lowest unoccupied orbital energy (spin up / spin down) = -0.86 / -0.90 eV
energy = -12417.41511 eV

Each line ends with the Mulliken charge.
Element x y z (Å)
C1 1.234 0.335 -0.011  -0.015
O1 0.330 -0.214 -0.509  -0.391
P1 -2.257 -0.156 -0.118  0.017
H1 1.412 1.569 -0.024  0.165
H2 2.127 -0.112 0.553  0.214
H3 -2.847 -1.422 0.108  0.009

Forces on atoms 1 to 3 (eV/Å):
3.4 3.9 1.5
-0.8 -1.1 -0.8
-0.6 0.3 0.1

# C4F12LiN2O8S4

A molecular structure, C4F12LiN2O8S4 at a distorted geometry (the ωB97M-V functional and the def2-TZVPD basis, the OMol25 dataset).

## Properties
largest force on an atom = 4.241 eV Å⁻¹
Kohn-Sham gap = 9.898 eV
net charge = -1
lowest unoccupied orbital energy = 2.29 eV
energy = -99663.75148 eV

Each line ends with the Mulliken charge.
Element x y z (Å)
Li1 0.094 -0.707 0.157  1.180
C1 -0.805 -0.483 3.368  0.580
F1 -1.342 -0.422 4.620  -0.230
F2 -0.210 -1.692 3.187  -0.227
F3 -1.802 -0.332 2.549  -0.170
S1 0.589 0.809 3.006  0.869
O1 -0.115 2.087 3.149  -0.607
O2 1.640 0.591 3.965  -0.564
N1 1.009 0.508 1.340  -0.355
S2 2.149 1.631 1.288  0.800
O3 1.709 3.032 1.545  -0.602
O4 3.389 1.096 1.903  -0.632
C2 2.395 1.589 -0.589  0.681
F4 2.819 0.421 -0.977  -0.216
F5 1.247 1.940 -1.170  -0.203
F6 3.290 2.492 -0.837  -0.213
C3 0.989 -2.820 -1.898  0.648
F7 0.347 -3.896 -1.485  -0.234
F8 1.570 -2.245 -0.868  -0.233
F9 1.790 -3.277 -2.819  -0.201
S3 -0.288 -1.591 -2.676  0.877
O5 0.606 -0.749 -3.435  -0.588
O6 -1.206 -2.454 -3.431  -0.600
N2 -1.090 -0.829 -1.303  -0.448
S4 -2.044 0.177 -2.124  0.906
O7 -1.407 1.335 -2.784  -0.586
O8 -3.120 -0.567 -2.735  -0.597
C4 -2.891 0.989 -0.524  0.612
F10 -3.635 0.011 0.125  -0.247
F11 -2.007 1.403 0.379  -0.198
F12 -3.669 1.953 -0.926  -0.201

Forces on atoms 1 to 3 (eV/Å):
0.2 0.3 0.3
1.3 -0.1 0.9
1.3 0.1 -1.1

# C3H25NO13

11 unconnected molecules or ions with the total composition C3H25NO13 at a distorted geometry (the ωB97M-V functional and the def2-TZVPD basis, the OMol25 dataset).

## Properties
largest force on an atom = 1.855 eV Å⁻¹
SMILES = CC(=O)NC(=O)O.O.O.O.O.O.O.O.O.O.O
Kohn-Sham gap = 10.685 eV
lowest unoccupied orbital energy = -0.14 eV
energy = -31625.30060 eV

Each line ends with the Mulliken charge.
Element x y z (Å)
C1 -2.681 -2.592 -1.051  -1.113
C2 -2.919 -1.496 -0.076  0.775
O1 -3.993 -1.227 0.377  -0.647
N1 -1.765 -0.830 0.459  0.030
C3 -0.555 -0.844 -0.198  0.575
O2 -0.519 -1.007 -1.400  -0.618
O3 0.630 -0.788 0.433  -0.503
H1 -1.874 -3.266 -0.757  0.352
H2 -3.627 -3.131 -1.138  0.330
H3 -2.429 -2.270 -2.062  0.261
H4 -1.925 -0.336 1.319  0.215
H5 0.713 -0.124 1.171  0.248
O4 3.860 -0.290 1.101  -0.655
H6 3.099 -0.814 1.369  0.315
H7 4.048 -0.493 0.171  0.318
O5 1.706 3.090 -1.803  -0.640
H8 1.306 2.372 -2.314  0.299
H9 2.397 2.568 -1.377  0.367
O6 3.058 0.600 -2.239  -0.665
H10 3.129 1.133 -3.045  0.319
H11 2.183 0.195 -2.263  0.317
O7 0.619 2.483 1.248  -0.477
H12 0.439 3.198 0.624  0.272
H13 0.667 2.999 2.064  0.227
O8 2.109 -2.834 1.159  -0.619
H14 1.461 -2.117 1.329  0.438
H15 2.567 -2.898 2.006  0.312
O9 -3.730 0.411 2.615  -0.694
H16 -3.574 1.213 2.059  0.325
H17 -3.992 -0.198 1.892  0.354
O10 0.702 -0.501 -3.762  -0.674
H18 1.360 -1.200 -3.683  0.338
H19 0.273 -0.404 -2.899  0.372
O11 -0.705 1.953 3.968  -0.589
H20 -1.553 1.617 4.253  0.309
H21 -0.632 2.902 4.245  0.299
O12 1.838 0.496 2.544  -0.564
H22 2.310 1.289 2.261  0.289
H23 2.036 0.384 3.475  0.217
O13 -2.427 0.168 -4.119  -0.637
H24 -1.583 -0.174 -4.500  0.331
H25 -2.028 0.763 -3.459  0.292

Forces on atoms 1 to 3 (eV/Å):
-0.5 -0.7 -0.8
1.7 0.3 0.1
-0.8 0.2 0.3

# C8H11N2O2

A gas-phase ion, C8H11N2O2 (charge +1) at a distorted geometry (the ωB97M-V functional and the def2-TZVPD basis, the OMol25 dataset).

## Properties
largest force on an atom = 5.333 eV Å⁻¹
SMILES = CC(=O)/N=C(C)/C=[NH+]\C(C)=C=O
Kohn-Sham gap = 7.189 eV
net charge = +1
lowest unoccupied orbital energy = -5.87 eV
energy = -15539.56941 eV

Each line ends with the Mulliken charge.
Element x y z (Å)
C1 1.698 -0.589 2.798  -0.987
C2 1.707 0.278 1.669  0.561
O1 2.431 1.194 1.476  -0.496
N1 0.789 0.039 0.667  -0.448
C3 1.073 -0.133 -0.624  0.973
C4 2.379 -0.192 -1.268  -1.305
C5 -0.054 -0.436 -1.534  -0.350
N2 -1.385 -0.291 -1.552  -0.032
C6 -2.130 0.327 -0.603  0.326
C7 -3.610 0.486 -0.770  -1.436
C8 -1.528 0.690 0.575  0.756
O2 -1.398 1.096 1.651  -0.283
H1 0.737 -1.106 2.966  0.336
H2 1.905 -0.032 3.744  0.323
H3 2.514 -1.352 2.574  0.255
H4 2.405 -1.051 -2.022  0.416
H5 2.676 0.845 -1.649  0.288
H6 3.179 -0.277 -0.568  0.409
H7 0.339 -0.884 -2.474  0.306
H8 -1.694 -0.316 -2.476  0.320
H9 -4.008 1.026 0.089  0.363
H10 -4.173 -0.399 -0.942  0.357
H11 -3.851 1.077 -1.729  0.347

Forces on atoms 1 to 3 (eV/Å):
0.3 -2.0 2.5
0.0 0.5 -1.4
1.8 2.1 0.2

# C12H33AgN5O9

A molecular structure, C12H33AgN5O9 at a distorted geometry (the ωB97M-V functional and the def2-TZVPD basis, the OMol25 dataset).

## Properties
largest force on an atom = 3.658 eV Å⁻¹
Kohn-Sham gap (spin up / spin down) = 9.350 / 3.122 eV
net charge = +1
lowest unoccupied orbital energy (spin up / spin down) = -2.81 / -7.94 eV
2S+1 = 3
energy = -42836.63185 eV

Each line ends with the Löwdin spin population.
Element x y z (Å)
Ag1 0.298 -0.339 -0.058  0.318
N1 1.202 2.070 -2.163  -0.036
O1 0.860 2.743 -3.149  0.327
O2 2.182 2.475 -1.518  0.295
O3 0.587 1.124 -1.773  0.196
N2 0.656 -2.244 2.928  -0.025
O4 0.354 -2.008 1.783  0.319
O5 1.199 -3.308 3.162  0.236
O6 0.451 -1.402 3.779  0.159
C1 0.314 3.171 3.337  0.001
C2 -0.154 2.285 2.182  0.000
C3 -0.430 3.162 0.946  -0.001
O7 -1.427 2.568 0.137  -0.001
C4 -2.122 3.546 -0.716  0.000
N3 0.959 1.375 1.826  0.016
H1 -0.511 3.882 3.365  0.000
H2 1.213 3.725 3.066  0.000
H3 0.404 2.696 4.314  0.000
H4 -1.079 1.777 2.454  0.000
H5 0.432 3.482 0.361  0.000
H6 -0.724 4.152 1.294  0.000
H7 -2.269 4.528 -0.266  0.000
H8 -3.115 3.206 -1.009  0.000
H9 -1.536 3.664 -1.628  0.000
H10 1.163 0.865 2.674  0.000
H11 1.732 2.024 1.799  0.000
C5 4.554 -1.352 -1.166  0.005
C6 2.971 -1.388 -1.106  0.001
C7 2.372 -2.778 -0.822  0.000
O8 0.980 -2.527 -0.860  0.005
C8 0.119 -3.673 -0.721  -0.001
N4 2.673 -0.389 -0.055  0.086
H12 4.996 -1.687 -0.227  0.000
H13 4.813 -0.342 -1.483  0.000
H14 4.908 -2.005 -1.964  0.001
H15 2.506 -1.066 -2.037  0.000
H16 2.683 -3.300 0.083  0.000
H17 2.747 -3.451 -1.594  0.000
H18 -0.936 -3.512 -0.498  0.000
H19 0.417 -4.271 0.140  0.000
H20 0.332 -4.173 -1.665  0.000
H21 3.314 -0.607 0.695  0.003
H22 3.036 0.503 -0.360  0.000
C9 -4.139 -0.613 0.610  0.005
C10 -2.777 -0.925 0.122  0.003
C11 -2.520 -0.698 -1.384  0.000
O9 -1.331 -1.220 -1.693  0.001
C12 -1.104 -1.470 -3.048  0.000
N5 -1.842 -0.017 0.805  0.083
H23 -4.554 0.361 0.349  0.000
H24 -4.273 -0.727 1.686  0.000
H25 -4.773 -1.236 -0.020  0.001
H26 -2.611 -1.951 0.451  0.000
H27 -2.640 0.331 -1.724  0.000
H28 -3.269 -1.216 -1.983  0.000
H29 -0.077 -1.736 -3.298  0.000
H30 -1.325 -0.525 -3.543  0.000
H31 -1.789 -2.248 -3.386  0.000
H32 -1.924 -0.246 1.786  0.000
H33 -2.175 0.936 0.786  0.002

Forces on atoms 1 to 3 (eV/Å):
0.4 0.4 1.8
1.3 3.1 -0.4
0.1 -1.0 0.7

# C3H7OS

2 unconnected molecules or ions with the total composition C3H7OS at a distorted geometry (the ωB97M-V functional and the def2-TZVPD basis, the OMol25 dataset).

## Properties
largest force on an atom = 1.661 eV Å⁻¹
Kohn-Sham gap = 7.095 eV
net charge = -1
lowest unoccupied orbital energy = 4.18 eV
energy = -16107.50435 eV

Each line ends with the Mulliken charge.
Element x y z (Å)
C1 -0.649 1.131 -2.195  -0.783
S1 0.055 1.716 -0.620  -0.653
H1 -1.623 0.625 -2.114  0.218
H2 -0.052 0.343 -2.682  0.229
H3 -0.728 1.915 -2.955  0.256
C2 -0.113 -2.389 2.102  -0.793
C3 -0.078 -1.301 1.302  0.168
O1 0.898 -1.095 0.421  -0.461
H4 -0.753 -2.337 2.968  0.238
H5 0.750 -3.047 2.087  0.240
H6 -0.689 -0.435 1.547  0.281
H7 0.758 -0.189 -0.011  0.062

Forces on atoms 1 to 3 (eV/Å):
0.0 -0.8 -0.6
0.0 -0.2 -0.1
-0.1 0.5 0.3